C2H10N7 | wB97M-V/def2-TZVPD

Last column: Löwdin charge in e.
Atoms and positions in Å:
C 0.89575 -0.03954 -0.44476  -0.43
C -0.18211 0.45663 0.68681  -0.51
N 2.11861 0.61546 -0.00164  0.05
N 1.96627 1.21337 1.05994  0.02
N 0.76244 1.10478 1.58607  0.06
N 1.07044 -1.54060 -0.12369  0.23
N 0.64647 0.10352 -1.84766  0.13
N -1.09240 1.33812 0.01486  0.10
N -0.86312 -0.67053 1.26532  0.10
H 0.48157 1.74733 2.31307  0.16
H 1.06726 -2.09013 -0.98691  0.16
H 1.94172 -1.70795 0.39214  0.16
H -0.26345 0.46485 -2.08993  0.09
H 1.40935 0.56182 -2.32224  0.10
H -1.78377 1.77459 0.61535  0.10
H -0.62023 2.05890 -0.52300  0.10
H -1.77172 -0.76503 0.81900  0.12
H -1.01235 -0.56223 2.26182  0.12
H 0.23269 -1.72988 0.51300  0.12

Results
Total charge = +1
SMILES string = NC1(N)NN=N[C@@]1(N)[NH3+]
Multiplicity = 1
Max |F| = 0.0391 hartree/bohr
DFT total energy = -465.231258 Eh
Gap between HOMO and LUMO = 0.3962 hartree

---

C2H10NO2 | wB97M-V/def2-TZVPD

Last column: Löwdin charge in e.
Atoms and positions in Å:
C 0.10832 0.52757 -1.15666  -0.33
C 0.75647 1.75456 -1.03778  -0.16
N -0.54690 0.03055 0.11233  0.09
H 0.24957 -0.25420 -1.87459  0.04
H 1.10484 2.23148 -1.93744  -0.01
H 0.91099 2.26850 -0.09788  -0.02
H -1.05354 0.85157 0.45352  0.13
H -1.10666 -0.77150 -0.20510  0.07
H 0.23882 -0.13485 0.74032  0.08
H 2.17201 -0.00453 2.71509  0.05
H 2.30534 0.86057 1.44254  0.04
O 1.66770 0.37616 1.98618  -0.07
H -2.97284 -2.42921 -0.70771  0.06
H -1.78552 -3.02931 0.05234  0.06
O -2.04860 -2.27735 -0.48514  -0.04

Results
Multiplicity = 2
Max |F| = 0.0444 hartree/bohr
DFT total energy = -287.285977 Eh
⟨S²⟩ = 0.75
Gap between HOMO and LUMO (alpha / beta) = 0.1340 / 0.2780 hartree

---

C2H10NO2 | wB97M-V/def2-TZVPD

Last column: Löwdin charge in e.
Atoms and positions in Å:
C -0.02790 -1.52072 0.94881  0.01
C -1.05738 0.50180 1.44830  0.15
N -0.60000 -0.20948 0.50473  0.02
H -0.80439 -2.22367 1.24139  0.11
H 0.50655 -1.30131 1.87967  0.10
H 0.71534 -1.81238 0.21457  0.09
H -0.94802 0.22959 2.48907  0.13
H -1.44316 1.50470 1.27993  0.12
H -0.44788 0.13750 -0.43666  0.10
H -0.01931 -0.45153 -2.64440  0.07
H 1.50261 -0.93632 -2.50896  0.07
O 0.70102 -0.69895 -2.04582  -0.04
H 0.56374 2.94068 -0.39247  0.07
H 0.92047 1.83510 -1.38777  0.04
O 0.43830 2.00498 -0.59040  -0.04

Results
Total charge = +1
Multiplicity = 1
Max |F| = 0.0515 hartree/bohr
DFT total energy = -287.161472 Eh
Gap between HOMO and LUMO = 0.4146 hartree

---

C2H10NO3 | wB97M-V/def2-TZVPD

Last column: Löwdin charge in e.
Atoms and positions in Å:
C 0.09460 0.95456 -0.64500  -0.44
O -0.50468 0.07429 0.30825  -0.39
C 1.24913 1.82350 -0.15331  -0.30
N 1.07588 2.45230 1.20015  -0.03
H -0.66892 1.70022 -1.05119  0.09
H 0.54759 0.31954 -1.44158  0.06
H 1.62755 2.59865 -0.91310  0.10
H 2.15378 1.26464 -0.14152  0.07
H 1.58355 1.93175 1.79943  -0.02
H 0.09686 2.29409 1.59810  0.08
H -0.12065 -1.87820 -0.49095  0.07
H 0.99572 -1.54144 -1.68954  0.00
O 0.71244 -2.25944 -1.08042  -0.18
H -2.16785 -2.77217 1.26104  0.03
H -1.67485 -1.66538 0.22023  0.02
O -2.45355 -2.32564 0.42690  -0.15

Results
Total charge = -1
Multiplicity = 1
Max |F| = 0.0839 hartree/bohr
DFT total energy = -362.642675 Eh
Gap between HOMO and LUMO = 0.2803 hartree

---

C2H10NO3 | wB97M-V/def2-TZVPD

Last column: Löwdin charge in e.
Atoms and positions in Å:
C -0.87344 0.61997 0.50106  -0.50
O 0.04274 -0.36419 0.55778  -0.33
C -1.31257 1.00585 -0.94958  -0.32
N -0.11591 1.12936 -1.77562  -0.04
H -0.61501 1.58505 0.99730  0.08
H -1.86481 0.37666 0.98452  0.08
H -1.77915 1.99123 -0.91537  0.08
H -1.99843 0.24447 -1.32009  0.08
H -0.42179 1.23225 -2.74164  0.04
H 0.35335 0.23432 -1.68522  0.04
H -0.46418 -1.63191 -0.25922  -0.02
H 0.03064 -2.49757 -1.45801  -0.01
O -0.75920 -2.34006 -0.93402  -0.16
H 3.64174 -0.75498 2.37690  0.03
H 2.59246 -0.32867 3.31872  0.04
O 3.54356 -0.50179 3.30249  -0.08

Results
Total charge = -1
Multiplicity = 1
Max |F| = 0.0260 hartree/bohr
DFT total energy = -362.682621 Eh
Gap between HOMO and LUMO = 0.2760 hartree

---

C2H10NO3 | wB97M-V/def2-TZVPD

Last column: Löwdin charge in e.
Atoms and positions in Å:
C 2.03913 1.09998 0.03044  -0.18
N 1.69470 -0.15497 0.67840  -0.12
C 0.25565 -0.35323 0.91727  -0.50
O -0.48277 -0.93439 -0.07037  -0.32
H 1.65474 1.95427 0.58311  0.06
H 1.58483 1.20953 -0.96677  0.05
H 3.11873 1.24684 -0.07862  0.06
H 1.98859 -0.93149 0.09000  0.09
H -0.23870 0.54824 1.34448  0.10
H 0.20760 -0.93561 1.87176  0.09
H -2.02549 -0.62074 0.63976  0.00
H -3.39751 -0.13858 0.45421  0.01
O -2.74118 -0.14008 1.17001  -0.15
H -0.33438 -0.09013 -1.43052  -0.01
H -1.11973 0.31075 -2.60877  -0.01
O -0.19569 0.32829 -2.36430  -0.17

Results
Total charge = -1
Multiplicity = 1
Max |F| = 0.0374 hartree/bohr
DFT total energy = -362.688351 Eh
Gap between HOMO and LUMO = 0.2849 hartree

---

C2H10NO5 | wB97M-V/def2-TZVPD

Last column: Löwdin charge in e.
Atoms and positions in Å:
O 2.19835 0.20196 -0.06573  0.29
C 1.19834 0.76491 -0.54578  -0.59
O 0.78524 1.82125 -0.09898  0.08
C 0.36815 0.04479 -1.62541  -0.15
N -0.97337 0.12171 -1.11926  0.03
H 0.44502 0.46161 -2.68008  0.15
H 0.74920 -1.07290 -1.57818  0.16
H -1.10711 1.07526 -0.69736  0.08
H -1.57940 -0.03057 -1.82234  0.05
H -1.28576 -1.69282 0.04063  -0.02
H -0.28838 -2.39370 0.81248  0.00
O -1.19887 -2.52698 0.51987  -0.07
H -1.15272 2.27287 0.46617  0.06
H -0.50303 1.50664 1.36744  0.02
O -1.41535 1.92809 1.41708  -0.12
H 1.70999 -1.09410 1.23849  -0.02
H 0.74959 -0.27839 2.27584  0.09
O 1.30012 -1.10964 2.09511  -0.06

Results
Multiplicity = 2
Max |F| = 0.0890 hartree/bohr
DFT total energy = -513.030443 Eh
⟨S²⟩ = 0.75
Gap between HOMO and LUMO (alpha / beta) = 0.4093 / 0.2243 hartree

---

C2H10NOS | wB97M-V/def2-TZVPD

Last column: Löwdin charge in e.
Atoms and positions in Å:
C -0.54981 0.15079 -0.72413  -0.20
C -1.72718 -0.28850 0.10819  -0.55
S -3.15052 0.82430 -0.24436  0.75
N 0.74132 -0.44679 -0.10497  0.16
H -0.30081 1.21379 -0.73844  0.13
H -0.55020 -0.17458 -1.75942  0.13
H -1.47465 -0.35457 1.16320  0.08
H -2.10893 -1.24426 -0.24743  0.08
H -4.07150 -0.13647 -0.44473  -0.12
H 1.45428 -0.68690 -0.79266  0.16
H 0.45594 -1.29747 0.38209  0.16
H 1.22317 0.15896 0.58045  0.12
H 3.76432 0.83849 0.26290  0.07
H 3.23665 0.89721 1.71442  0.07
O 3.05790 0.54602 0.84490  -0.03

Results
Total charge = +1
Multiplicity = 1
Max |F| = 0.0350 hartree/bohr
DFT total energy = -610.127403 Eh
Gap between HOMO and LUMO = 0.3487 hartree